[1]
Below is a 12-piece molecular cluster, C37H96O36S11 overall, with properties calculated with ωB97M-V/def2-TZVPD.

The geometry in ORCA input format:
```
! RIJCOSX wB97M-V def2-TZVPD def2/J DEFGRID3
* xyz 0 1
S 20.698 9.322 13.777
S 26.613 12.591 16.396
S 24.348 15.932 16.739
S 11.361 13.759 11.490
S 16.473 7.830 12.217
S 20.872 13.891 14.572
S 17.538 16.067 18.000
S 21.703 11.085 18.555
S 14.714 18.173 13.565
S 14.168 13.193 14.554
S 20.001 15.817 9.467
O 18.781 16.062 19.048
O 16.035 17.857 12.666
O 14.150 13.906 13.304
O 23.820 15.642 15.406
O 22.085 9.620 14.121
O 25.418 13.071 15.385
O 25.804 16.122 16.825
O 20.317 10.330 12.638
O 16.670 9.022 13.096
O 21.943 18.206 13.434
O 18.873 15.468 10.309
O 12.687 13.349 10.742
O 15.148 7.683 11.594
O 10.207 13.455 10.692
O 21.313 15.401 9.815
O 16.605 16.963 18.628
O 22.085 12.369 19.254
O 13.574 17.630 12.900
O 27.176 11.302 16.094
O 20.578 18.981 14.803
O 20.276 8.003 13.468
O 17.619 7.785 11.112
O 20.417 19.721 12.698
O 23.632 17.124 17.419
O 15.271 13.416 15.452
O 17.966 16.393 16.648
O 20.400 10.831 18.090
O 20.720 13.167 15.814
O 14.023 11.690 14.335
O 19.722 13.318 13.581
O 26.130 12.679 17.735
O 11.386 13.345 12.879
O 21.949 9.793 19.450
O 22.113 13.741 13.858
O 19.580 15.338 8.090
O 14.877 19.546 13.920
C 20.899 12.113 10.854
C 15.766 16.867 11.559
C 22.812 10.852 17.143
C 23.064 16.552 12.231
C 15.086 17.135 14.985
C 22.450 19.082 17.369
C 12.760 11.904 10.585
C 23.065 9.656 21.574
C 19.263 19.561 15.162
C 16.800 14.442 18.117
C 20.965 19.096 13.562
C 21.284 11.144 11.942
C 20.463 15.556 14.869
C 18.030 13.685 7.676
C 23.481 18.353 16.642
C 12.688 13.614 15.497
C 17.558 12.910 12.723
C 23.265 9.681 20.078
C 20.908 15.572 19.967
C 19.606 9.877 15.058
C 20.044 17.592 9.172
C 19.508 13.879 7.948
C 14.861 10.745 15.121
C 17.670 8.844 10.132
C 20.185 15.815 18.644
C 18.715 8.484 9.163
C 18.358 13.307 13.958
C 16.974 6.421 13.102
C 11.634 15.500 11.509
C 14.072 11.734 9.789
C 14.190 9.402 14.982
C 25.565 12.966 13.962
C 27.691 13.961 16.129
C 15.716 17.814 10.290
C 22.565 17.993 12.202
C 25.229 11.581 13.451
C 23.799 14.696 17.889
H 15.702 17.284 9.304
H 17.956 9.785 10.626
H 22.298 15.816 12.192
H 20.287 14.910 17.989
H 12.788 11.506 11.536
H 16.610 16.248 11.397
H 16.566 14.246 19.257
H 16.548 13.298 12.787
H 23.336 18.773 12.133
H 18.150 12.635 14.766
H 20.837 16.513 20.492
H 24.145 11.509 13.440
H 20.102 10.737 15.431
H 22.065 10.531 11.505
H 11.848 13.227 14.869
H 21.278 15.811 15.513
H 17.891 6.658 13.567
H 22.458 11.568 16.407
H 19.718 8.420 9.666
H 20.067 13.628 7.048
H 17.683 12.626 7.455
H 23.994 9.346 22.036
H 21.818 11.703 12.731
H 15.844 14.672 17.587
H 17.533 11.855 12.533
H 25.647 11.484 12.377
H 23.862 10.878 17.404
H 26.521 13.429 13.673
H 13.874 9.332 13.943
H 23.823 10.586 19.919
H 23.744 8.833 19.618
H 19.155 19.410 16.209
H 23.636 16.415 11.356
H 22.524 9.889 16.685
H 21.492 18.541 17.318
H 14.954 11.171 16.190
H 24.087 13.770 17.461
H 16.613 18.472 10.348
H 24.386 14.779 18.784
H 12.736 14.696 15.565
H 14.939 11.838 10.451
H 24.830 13.662 13.523
H 20.150 18.003 10.157
H 22.833 19.031 18.402
H 17.961 13.469 11.882
H 28.139 13.805 15.127
H 12.640 15.889 11.686
H 22.457 20.060 16.864
H 13.349 9.512 15.683
H 20.673 16.674 18.153
H 18.751 9.208 8.390
H 19.171 20.583 14.791
H 18.516 18.971 14.642
H 14.954 8.649 15.229
H 16.679 8.928 9.707
H 19.635 9.199 15.936
H 25.596 10.807 14.078
H 13.980 12.458 8.981
H 18.091 14.346 14.207
H 20.571 15.981 13.904
H 11.869 11.471 10.141
H 14.918 16.243 11.651
H 15.946 17.665 15.525
H 14.326 16.852 15.746
H 17.859 14.258 6.744
H 23.297 18.212 15.627
H 24.414 18.875 16.726
H 17.358 13.576 17.747
H 18.525 7.485 8.758
H 19.074 17.894 8.755
H 22.756 14.682 18.084
H 16.233 6.226 13.849
H 18.610 10.064 14.607
H 22.654 10.589 21.870
H 15.564 16.278 14.609
H 22.383 8.869 21.896
H 27.224 14.968 16.195
H 20.459 11.666 9.971
H 19.434 15.713 15.160
H 20.276 12.981 11.146
H 19.963 13.424 8.849
H 28.569 13.744 16.742
H 14.867 18.528 10.432
H 12.839 13.196 16.468
H 23.662 16.482 13.117
H 11.337 15.823 10.512
H 21.999 15.494 19.756
H 10.908 16.049 12.180
H 21.925 12.613 10.564
H 22.078 18.175 11.177
H 17.451 14.030 8.451
H 14.025 10.797 9.263
H 20.508 14.682 20.395
H 17.071 5.571 12.426
H 15.869 10.818 14.754
H 20.927 17.792 8.557
*
```

Its SMILES is CCOS(C)(=O)=O.CCOS(C)(=O)=O.CCOS(C)(=O)=O.CCOS(C)(=O)=O.CCOS(C)(=O)=O.CCOS(C)(=O)=O.CCOS(C)(=O)=O.CCOS(C)(=O)=O.CCOS(C)(=O)=O.CCOS(C)(=O)=O.CCOS(C)(=O)=O.CCOC(=O)OC.

***

[2]
Below is C37H99N5Na3O15P as an isolated structure, with properties calculated with ωB97M-V/def2-TZVPD.

The geometry in ORCA input format:
```
! RIJCOSX wB97M-V def2-TZVPD def2/J DEFGRID3
* xyz 0 1
P 2.907 0.676 1.808
Na 0.260 0.940 1.015
Na 3.353 0.262 4.608
Na 4.922 -0.196 -0.001
O 3.382 0.732 -3.628
O 4.118 3.811 3.193
O 1.266 -1.151 4.561
O -0.155 1.906 3.706
O 2.492 -0.076 0.461
O 4.170 0.053 2.399
O -4.931 4.375 -0.766
O 1.709 -2.496 0.593
O -4.845 0.465 4.417
O 1.710 0.573 2.798
O 3.185 2.210 1.499
O 2.678 -5.810 -2.233
O -5.133 -3.672 -3.787
O 4.723 2.650 -0.510
O 1.171 3.516 1.113
N -3.712 -3.441 -3.792
N 4.341 -2.932 -0.350
N -1.505 2.729 -0.628
N 1.051 1.015 -1.553
N -2.293 1.236 1.799
C -3.177 2.653 -2.305
C 0.541 -2.936 1.265
C 2.648 -0.267 -2.918
C -4.743 -0.001 5.747
C 3.858 -3.732 -1.519
C -0.929 3.685 5.216
C -0.245 5.369 1.050
C 0.354 0.582 -3.863
C 0.058 -1.014 5.224
C 1.172 4.857 1.403
C 0.275 2.920 4.604
C -4.225 0.078 1.139
C -3.384 -2.566 -2.652
C 3.060 -5.037 -1.106
C -2.856 -4.579 -4.170
C -3.826 3.689 -0.105
C 1.477 -6.515 -2.089
C 1.124 0.070 -2.649
C 4.213 3.698 -1.361
C -1.348 -4.137 -4.182
C -3.557 0.499 3.713
C -2.706 3.420 -1.117
C 5.239 3.883 -2.475
C 0.293 -0.282 6.495
C -2.988 -5.819 -3.335
C -3.683 1.022 2.230
C 4.742 0.441 -3.929
C -4.090 -1.172 -2.766
C -6.180 4.228 -0.108
C -3.836 -3.196 -1.320
C -1.864 -2.250 -2.549
C -3.316 -4.940 -5.601
C -0.858 -3.402 -2.878
C 4.761 4.652 2.364
C 0.114 -4.375 1.169
C 5.529 5.474 3.366
C 5.161 -3.967 -2.371
H -2.364 4.388 -1.482
H 0.593 -6.065 -1.639
H -0.280 -2.310 0.914
H 1.262 -0.517 3.841
H -4.196 2.989 -2.494
H -3.337 -2.940 -0.385
H 0.640 0.733 6.301
H -2.936 -6.744 -3.909
H -0.915 -4.573 1.470
H -0.687 4.493 5.907
H 4.119 5.231 1.701
H -1.695 -1.318 -3.088
H 0.839 1.362 -4.450
H -0.402 5.312 -0.027
H 5.828 -4.719 -1.949
H -1.164 -3.503 -5.049
H -3.703 -4.277 -1.348
H -0.705 0.743 -3.661
H 5.387 4.051 1.705
H 5.117 4.809 -3.038
H 1.015 3.555 4.115
H 0.209 -3.184 -2.932
H 1.755 0.626 -0.941
H 3.459 -2.580 -0.005
H 3.253 -3.116 -2.185
H 4.829 6.103 3.916
H -3.404 4.151 0.787
H 0.116 -4.643 0.112
H -4.072 2.676 0.210
H -3.809 -0.628 -3.668
H 1.145 -7.036 -2.987
H -0.819 2.673 -1.367
H -1.924 1.765 2.575
H 3.235 3.408 -1.746
H 3.938 4.629 -0.867
H -2.330 1.733 0.920
H -1.498 2.909 5.728
H -4.193 0.592 0.178
H -0.657 -0.640 4.492
H -1.611 -1.974 -1.525
H 3.756 3.165 2.581
H 1.510 5.020 2.426
H -0.243 -2.038 5.447
H -4.651 -1.085 5.807
H -5.621 0.266 6.336
H -0.865 -4.059 -2.008
H -5.276 -0.165 1.299
H 5.258 0.552 -2.975
H 6.286 6.095 2.887
H -3.220 1.576 -2.148
H -2.832 1.099 4.264
H -3.816 0.350 6.201
H 0.442 -0.250 -4.562
H 1.105 -0.754 7.049
H 4.647 -3.627 0.315
H 3.195 -0.411 -1.986
H -2.387 -5.931 -2.432
H -4.892 -3.018 -1.115
H 6.001 4.859 4.132
H -3.675 -0.857 1.032
H -6.610 3.231 -0.203
H 2.013 3.094 1.297
H 2.180 -4.576 -0.657
H 0.877 2.555 5.436
H -4.316 1.908 2.280
H -2.600 2.945 -3.183
H -5.141 -1.366 -2.979
H 4.092 2.418 0.176
H -3.115 -4.122 -6.293
H -1.556 4.080 4.416
H -3.005 -5.882 -6.053
H 5.678 -3.008 -2.353
H 1.690 -7.267 -1.330
H 4.905 -0.586 -4.257
H 1.884 -1.561 0.727
H 1.877 5.400 0.773
H -0.581 -0.267 7.146
H -0.617 -4.943 -4.244
H -6.921 4.928 -0.494
H 0.855 -4.988 1.681
H -3.042 -0.456 3.820
H 4.846 -4.318 -3.354
H -1.030 3.462 -0.120
H -4.143 -0.509 -1.902
H 2.727 -1.257 -3.367
H 0.752 -0.859 -2.218
H 0.622 1.456 3.368
H 3.455 -5.740 -0.372
H -0.990 4.820 1.625
H -3.956 -5.963 -2.855
H 5.308 1.002 -4.672
H -6.127 4.520 0.941
H -4.403 -5.021 -5.587
H -0.353 6.420 1.316
H 6.274 3.971 -2.146
H -5.355 -3.145 -4.559
H 5.085 3.107 -3.224
H 1.516 1.843 -1.896
H 0.790 -2.683 2.296
*
```

***

| no. | F_max (eV Å⁻¹) | LUMO (eV) | HOMO (eV) |
| --- | --- | --- | --- |
| 1 | 4.00 | 0.26 | -10.752 |
| 2 | 3.16 | -0.36 | -8.485 |